--- w ---
{
  "formula": "C4H12",
  "method": "wB97M-V/def2-TZVPD",
  "homo_lumo_gap_ha": [0.4316, 0.1271],
  "spin_multiplicity": 2,
  "s2": 0.75,
  "lumo_ev": [-3.43, -11.33],
  "total_charge": 1,
  "species": ["C", "C", "H", "H", "H", "H", "H", "H", "C", "C", "H", "H", "H", "H", "H", "H"],
  "coordinates": [[1.5679, -0.2081, 0.7114], [2.4247, 0.7752, 1.3507], [2.2461, -0.8107, 0.0646], [0.9997, -0.9829, 1.2846], [0.7647, 0.3189, 0.1768], [3.2946, 0.4467, 1.9341], [1.9027, 1.6861, 1.7067], [3.0195, 1.3931, 0.5769], [-2.2757, -0.8097, -0.4258], [-1.8423, 0.0940, -1.5688], [-3.3512, -0.9414, -0.4113], [-1.7108, -1.7364, -0.3529], [-1.9708, -0.3059, 0.5178], [-1.5082, -0.4519, -2.4599], [-0.9487, 0.7018, -1.3134], [-2.6121, 0.8311, -1.7916]],
  "lowdin_spin": [0.23, 0.29, 0.06, 0.08, 0.02, 0.03, 0.05, 0.13, 0.02, 0.03, 0.00, 0.00, 0.01, 0.01, 0.01, 0.00]
}

--- x ---
{
  "formula": "C4H12",
  "method": "wB97M-V/def2-TZVPD",
  "homo_lumo_gap_ha": [0.3958, 0.0967],
  "spin_multiplicity": 2,
  "s2": 0.75,
  "lumo_ev": [-3.70, -11.82],
  "total_charge": 1,
  "species": ["C", "C", "H", "H", "H", "H", "H", "H", "C", "C", "H", "H", "H", "H", "H", "H"],
  "coordinates": [[-0.8738, 1.3832, -1.2989], [0.3904, 1.8391, -2.1332], [-0.5812, 1.6926, -0.3894], [-1.9400, 1.5571, -1.4521], [-0.8230, 0.2489, -1.3362], [0.8604, 0.9479, -2.6752], [1.2099, 2.1286, -1.6192], [0.1382, 2.5214, -2.9067], [0.3416, -1.8326, 1.0571], [0.0900, -1.3089, 2.3837], [1.1195, -1.2018, 0.6320], [0.7432, -2.8911, 1.0723], [-0.4713, -1.7400, 0.2573], [-0.4354, -0.3528, 2.4571], [1.0875, -1.2897, 2.8173], [-0.5975, -2.1058, 3.0910]],
  "lowdin_spin": [0.00, 0.00, 0.00, 0.00, 0.00, 0.00, 0.00, 0.00, 0.25, 0.28, 0.13, 0.03, 0.04, 0.02, 0.05, 0.20]
}

--- y ---
{
  "formula": "C4H12",
  "method": "wB97M-V/def2-TZVPD",
  "homo_lumo_gap_ha": [0.5042, 0.1950],
  "spin_multiplicity": 2,
  "s2": 0.75,
  "lumo_ev": [-2.96, -10.77],
  "total_charge": 1,
  "species": ["C", "C", "H", "H", "H", "H", "H", "H", "C", "C", "H", "H", "H", "H", "H", "H"],
  "coordinates": [[-1.7928, 0.3216, 0.0113], [-1.7005, -0.6838, 1.1123], [-0.7890, 0.8558, -0.1017], [-1.9245, -0.1435, -0.9621], [-2.5888, 1.0500, 0.1802], [-0.8721, -1.3781, 1.0123], [-1.7150, -0.2131, 2.1030], [-2.6701, -1.2178, 1.0880], [2.0604, -0.1911, 0.1154], [1.4695, 0.5264, -1.2383], [1.3203, -0.3179, 0.8931], [2.5118, -1.1206, -0.2487], [2.8058, 0.5605, 0.4079], [0.4513, 0.7970, -0.8112], [1.3891, -0.2329, -2.0172], [2.0447, 1.3874, -1.5443]],
  "lowdin_spin": [0.14, 0.07, 0.06, 0.00, 0.01, 0.00, 0.00, 0.04, 0.19, 0.31, 0.01, 0.03, 0.03, 0.09, 0.00, 0.01]
}

Which structure is most stable? y, by 0.218 eV over the runner-up.

--- w ---
{
  "formula": "C5H9N2",
  "method": "wB97M-V/def2-TZVPD",
  "homo_lumo_gap_ha": 0.3293,
  "lumo_ev": -3.95,
  "total_charge": 1,
  "species": ["C", "C", "C", "C", "C", "N", "N", "H", "H", "H", "H", "H", "H", "H", "H", "H"],
  "coordinates": [[2.2841, 0.1395, -0.0499], [3.3027, -0.5812, -0.3055], [1.0857, -0.9449, 0.1963], [0.2462, 0.3117, 0.4541], [-2.0930, -0.3380, -0.1279], [1.3620, 1.2236, 0.1120], [-0.9191, 0.5408, -0.5026], [0.9560, -1.5284, -0.6316], [1.1550, -1.6667, 1.0364], [-0.1096, 0.4924, 1.4916], [-1.8354, -1.4791, -0.2330], [-2.2957, -0.1920, 1.0004], [-2.9482, -0.0927, -0.8974], [1.6829, 2.2220, 0.3770], [-1.1502, 1.6022, -0.4103], [-0.7234, 0.2908, -1.5096]],
  "lowdin_charge": [-0.39, 0.24, -0.03, -0.27, -0.03, 0.06, 0.01, 0.08, 0.14, 0.17, 0.14, 0.13, 0.14, 0.20, 0.22, 0.20]
}

--- x ---
{
  "formula": "C5H9N2",
  "method": "wB97M-V/def2-TZVPD",
  "homo_lumo_gap_ha": 0.3556,
  "lumo_ev": -5.64,
  "total_charge": 1,
  "species": ["H", "N", "C", "C", "C", "N", "C", "C", "H", "H", "H", "H", "H", "H", "H", "H"],
  "coordinates": [[3.3040, -1.1655, -0.3096], [2.2855, -1.3516, -0.0516], [1.5370, -0.3538, -0.3045], [1.8152, 0.9061, -0.9390], [0.2421, -0.6719, 0.1903], [-1.0639, -0.4048, 0.1515], [-2.2717, 0.2739, 0.0293], [-0.7252, -1.5913, 0.9685], [1.5218, 1.7498, -0.1949], [2.9370, 1.0001, -1.1088], [1.2384, 0.9141, -1.9192], [-2.5756, 0.2074, -1.0357], [-2.2758, 1.3905, 0.2267], [-2.9080, -0.2790, 0.6759], [-0.8744, -2.4986, 0.4575], [-0.5572, -1.3832, 2.0410]],
  "lowdin_charge": [0.13, 0.23, -0.42, -0.03, 0.02, -0.01, 0.00, 0.08, 0.14, 0.12, 0.13, 0.13, 0.14, 0.10, 0.11, 0.14]
}

Which structure is most stable? x, by 2.522 eV over the runner-up.

--- w ---
{
  "formula": "C5H9N2",
  "method": "wB97M-V/def2-TZVPD",
  "homo_lumo_gap_ha": 0.3820,
  "lumo_ev": -5.15,
  "total_charge": 1,
  "species": ["C", "C", "N", "C", "N", "C", "C", "H", "H", "H", "H", "H", "H", "H", "H", "H"],
  "coordinates": [[1.5402, -0.9712, 0.0666], [0.1282, -0.6936, -0.0241], [-0.8561, -1.4473, -0.4926], [-2.0604, -0.5890, -0.3881], [-1.8129, 0.4814, 0.2778], [-0.4096, 0.5495, 0.5220], [0.3105, 1.8688, 0.0461], [2.0072, -0.0496, -0.0491], [1.9148, -1.7381, -0.6928], [1.8459, -1.2788, 1.0099], [-1.0874, -2.4533, -0.6753], [-2.9811, -1.0635, -0.6545], [-0.0362, 0.6856, 1.5168], [-0.2882, 2.8458, 0.0321], [0.5455, 1.8348, -1.0048], [1.2395, 2.0185, 0.5100]],
  "lowdin_charge": [0.04, -0.19, 0.20, -0.03, 0.15, -0.29, 0.00, 0.07, 0.15, 0.10, 0.21, 0.13, 0.18, 0.13, 0.08, 0.06]
}

--- x ---
{
  "formula": "C5H9N2",
  "method": "wB97M-V/def2-TZVPD",
  "homo_lumo_gap_ha": 0.3399,
  "lumo_ev": -4.57,
  "total_charge": 1,
  "species": ["C", "N", "C", "C", "N", "C", "C", "H", "H", "H", "H", "H", "H", "H", "H", "H"],
  "coordinates": [[-2.0757, 1.2502, -0.3925], [-0.6905, 1.4947, -0.1237], [-0.2324, 1.3567, 1.2134], [0.4388, 0.3097, 0.3885], [0.8753, -0.7699, -0.0290], [1.1537, -1.5406, -1.1912], [1.8831, -1.7718, 0.1302], [-2.5662, 0.8160, 0.4800], [-2.4077, 2.2451, -0.7891], [-2.0699, 0.6827, -1.2499], [-1.1162, 1.1817, 1.9540], [0.3477, 2.2065, 1.7696], [1.5924, -1.0281, -1.9626], [0.3758, -2.1722, -1.3772], [1.5963, -2.6727, 0.7901], [2.8955, -1.5880, 0.3896]],
  "lowdin_charge": [-0.07, -0.05, -0.13, 0.09, 0.00, 0.05, 0.02, 0.10, 0.13, 0.06, 0.15, 0.15, 0.12, 0.11, 0.17, 0.12]
}

--- y ---
{
  "formula": "C5H9N2",
  "method": "wB97M-V/def2-TZVPD",
  "homo_lumo_gap_ha": 0.4002,
  "lumo_ev": -2.98,
  "total_charge": 1,
  "species": ["C", "C", "C", "N", "C", "C", "N", "H", "H", "H", "H", "H", "H", "H", "H", "H"],
  "coordinates": [[2.4841, 0.4766, 0.0877], [1.1027, -0.1033, -0.2213], [0.6456, -1.3983, -0.0992], [-0.7212, -1.2626, -0.0354], [-1.1051, 0.0126, 0.0165], [-2.4887, 0.5278, -0.0058], [0.0195, 0.7100, -0.1482], [2.8942, 0.7361, -0.8554], [2.3841, 1.2151, 0.9094], [3.2085, -0.2092, 0.4934], [1.3188, -2.1941, -0.0690], [-1.1320, -2.1488, 0.1253], [-2.8211, 0.6652, 0.9545], [-2.6138, 1.4120, -0.4855], [-3.1164, -0.1234, -0.4026], [-0.0592, 1.6841, -0.2642]],
  "lowdin_charge": [0.01, -0.22, 0.03, 0.16, -0.21, 0.07, 0.19, 0.07, 0.11, 0.08, 0.13, 0.18, 0.09, 0.08, 0.06, 0.18]
}

--- z ---
{
  "formula": "C5H9N2",
  "method": "wB97M-V/def2-TZVPD",
  "homo_lumo_gap_ha": [0.2277, 0.2804],
  "lumo_ev": [-6.24, -5.63],
  "total_charge": 1,
  "species": ["C", "C", "C", "C", "C", "N", "N", "H", "H", "H", "H", "H", "H", "H", "H", "H"],
  "coordinates": [[-0.0087, 1.2164, 0.6097], [-1.9946, 0.1097, -0.4379], [-1.4740, -1.2644, 0.1709], [0.5312, -0.0559, 0.3969], [3.4588, -0.1780, -0.2639], [-1.2288, 1.2549, 0.0323], [0.0786, -1.1489, 0.1766], [0.2926, 1.9917, 1.2176], [-2.0799, 0.0952, -1.5462], [-2.9798, 0.1904, -0.1071], [-1.7576, -1.2874, 1.2117], [-1.8048, -2.2438, -0.3917], [3.2979, 0.1537, -1.2519], [3.2134, -1.1910, -0.1274], [3.9469, 0.2365, 0.7015], [-1.4913, 2.1209, -0.3910]],
  "lowdin_charge": [0.03, -0.11, -0.05, -0.04, 0.14, 0.07, 0.14, 0.12, 0.15, 0.11, 0.11, 0.17, -0.01, -0.03, 0.06, 0.16]
}

Which structure is most stable? y, by 1.495 eV over the runner-up.

--- w ---
{
  "formula": "C5H9N2",
  "method": "wB97M-V/def2-TZVPD",
  "homo_lumo_gap_ha": 0.3340,
  "lumo_ev": -4.39,
  "total_charge": 1,
  "species": ["C", "C", "C", "C", "C", "N", "N", "H", "H", "H", "H", "H", "H", "H", "H", "H"],
  "coordinates": [[0.5601, 0.9757, 0.2672], [-1.8515, -0.0114, 0.5788], [-0.8832, 1.0139, -0.1400], [-0.7613, -0.0624, -1.2527], [2.5424, -0.2906, -0.1820], [1.1089, 0.0074, -0.3581], [-1.4922, -1.0062, -0.3819], [1.2041, 1.6993, 0.9935], [-1.7099, -0.2218, 1.6083], [-2.9427, 0.2622, 0.5159], [-1.2072, 2.0801, -0.4743], [3.0654, -0.8094, -1.1241], [2.6124, -1.0111, 0.5749], [3.0223, 0.5394, 0.1283], [-1.0230, -1.7205, 0.1513], [-2.2445, -1.4443, -0.9052]],
  "lowdin_charge": [-0.10, -0.09, -0.23, 0.15, -0.03, -0.01, 0.03, 0.19, 0.12, 0.16, 0.18, 0.15, 0.07, 0.04, 0.18, 0.18]
}

--- x ---
{
  "formula": "C5H9N2",
  "method": "wB97M-V/def2-TZVPD",
  "homo_lumo_gap_ha": 0.2660,
  "lumo_ev": -6.39,
  "total_charge": 1,
  "species": ["C", "C", "C", "C", "C", "N", "N", "H", "H", "H", "H", "H", "H", "H", "H", "H"],
  "coordinates": [[-1.2833, 1.1215, -0.0250], [-1.9315, 0.0997, 0.4300], [1.2389, 0.9665, -0.0144], [-2.6013, -1.1784, 0.2511], [2.7435, -0.8325, -0.1005], [0.0258, 1.6172, -0.0539], [1.3985, -0.2721, 0.0248], [-2.1296, 1.8993, -0.3142], [1.9359, 1.6797, 0.2220], [0.0568, 2.4666, -0.5035], [-2.5038, -1.4883, -0.7677], [-3.7384, -1.0952, 0.2557], [-2.4827, -1.9356, 1.0735], [3.4526, -0.5857, 0.7427], [3.1741, -0.5503, -1.1160], [2.6445, -1.9123, -0.1049]],
  "lowdin_charge": [-0.05, 0.17, -0.22, -0.02, -0.11, 0.07, 0.03, 0.23, 0.13, 0.11, 0.09, 0.15, 0.14, 0.10, 0.11, 0.06]
}

Which structure is most stable? x, by 1.331 eV over the runner-up.